Below is a 9-piece molecular cluster, C81H171N9O9 overall at a distorted geometry, with properties calculated with wB97M-V/def2-TZVPD.

Last column: Löwdin charge in e.
Atoms and positions in Å:
C (-2.271, -8.647, -1.489)  -0.015
C (-0.933, -7.969, -1.932)  -0.501
C (-0.374, -8.869, -3.084)  -0.029
C (-1.172, -6.564, -2.436)  -0.152
C (-1.524, -5.612, -1.329)  -0.187
C (-0.476, -5.620, -0.253)  -0.137
C (-0.183, -7.013, 0.325)  -0.467
C (1.066, -6.999, 1.288)  -0.019
C (-1.356, -7.461, 1.271)  -0.042
N (0.130, -7.859, -0.870)  -0.045
O (0.275, -9.206, -0.390)  -0.054
H (-2.075, -9.597, -1.092)  0.060
H (-2.664, -8.045, -0.658)  0.049
H (-2.963, -8.687, -2.348)  0.096
H (-1.196, -8.950, -3.848)  0.097
H (0.495, -8.355, -3.502)  0.074
H (-0.110, -9.839, -2.664)  0.072
H (-0.232, -6.241, -2.918)  0.117
H (-1.909, -6.586, -3.244)  0.126
H (-1.645, -4.560, -1.692)  0.106
H (-2.486, -5.886, -0.901)  0.104
H (-0.662, -4.973, 0.631)  0.107
H (0.538, -5.374, -0.641)  0.125
H (0.803, -6.283, 2.082)  0.074
H (2.001, -6.737, 0.790)  0.082
H (1.134, -7.980, 1.755)  0.076
H (-2.403, -7.417, 0.997)  0.059
H (-1.179, -6.863, 2.181)  0.052
H (-1.322, -8.509, 1.529)  0.084
H (1.185, -9.482, -0.418)  0.095
C (3.709, -3.359, -6.388)  -0.017
C (2.706, -3.937, -5.277)  -0.507
C (1.857, -4.927, -6.069)  -0.040
C (3.414, -4.617, -4.136)  -0.147
C (4.177, -3.622, -3.249)  -0.178
C (3.156, -2.693, -2.639)  -0.135
C (2.339, -1.928, -3.741)  -0.501
C (1.119, -1.311, -3.037)  -0.044
C (3.140, -0.792, -4.360)  -0.029
N (1.771, -2.951, -4.678)  -0.066
O (1.097, -2.199, -5.718)  -0.026
H (3.217, -2.889, -7.241)  0.077
H (4.403, -2.589, -5.977)  0.058
H (4.373, -4.165, -6.738)  0.082
H (1.293, -4.511, -6.890)  0.082
H (2.534, -5.584, -6.505)  0.057
H (1.234, -5.512, -5.374)  0.088
H (2.653, -5.209, -3.583)  0.125
H (4.113, -5.331, -4.581)  0.123
H (4.799, -4.143, -2.516)  0.113
H (4.861, -3.058, -3.936)  0.109
H (3.572, -1.981, -1.893)  0.120
H (2.434, -3.388, -2.112)  0.127
H (0.520, -2.191, -2.704)  0.087
H (0.565, -0.693, -3.701)  0.060
H (1.490, -0.740, -2.138)  0.092
H (4.200, -1.086, -4.598)  0.081
H (3.266, -0.036, -3.610)  0.062
H (2.703, -0.388, -5.270)  0.087
H (0.313, -2.735, -5.757)  0.087
C (-7.082, 4.863, 0.348)  -0.023
C (-6.801, 3.614, 1.223)  -0.545
C (-8.177, 3.217, 1.775)  -0.059
C (-6.381, 2.382, 0.442)  -0.159
C (-4.941, 2.413, -0.016)  -0.209
C (-4.011, 2.638, 1.129)  -0.153
C (-4.403, 3.898, 1.942)  -0.471
C (-3.499, 3.936, 3.229)  -0.018
C (-4.132, 5.159, 1.135)  -0.022
N (-5.824, 3.703, 2.314)  -0.051
O (-6.185, 4.861, 3.136)  -0.040
H (-6.951, 5.832, 0.931)  0.100
H (-6.288, 4.890, -0.421)  0.067
H (-8.084, 4.775, -0.098)  0.084
H (-7.945, 2.387, 2.445)  0.080
H (-8.649, 4.011, 2.358)  0.082
H (-8.841, 2.862, 0.967)  0.092
H (-6.544, 1.487, 1.122)  0.136
H (-7.046, 2.138, -0.449)  0.142
H (-4.678, 1.432, -0.490)  0.104
H (-4.821, 3.195, -0.770)  0.106
H (-2.987, 2.769, 0.755)  0.101
H (-4.026, 1.677, 1.721)  0.126
H (-2.463, 3.991, 2.896)  0.068
H (-3.620, 3.047, 3.789)  0.064
H (-3.660, 4.831, 3.861)  0.091
H (-3.163, 5.536, 1.513)  0.094
H (-4.818, 5.908, 1.379)  0.054
H (-4.159, 5.067, 0.085)  0.058
H (-6.452, 4.463, 3.979)  0.107
C (-1.024, -2.883, 5.190)  -0.030
C (-1.910, -4.141, 5.270)  -0.525
C (-1.018, -5.360, 5.536)  -0.013
C (-2.993, -3.904, 6.331)  -0.126
C (-4.135, -4.929, 6.294)  -0.171
C (-4.800, -4.773, 4.938)  -0.138
C (-3.797, -4.963, 3.797)  -0.487
C (-3.537, -6.480, 3.704)  -0.020
C (-4.378, -4.422, 2.430)  -0.010
N (-2.576, -4.231, 3.998)  -0.099
O (-1.665, -4.609, 2.962)  -0.059
H (-0.588, -2.670, 6.171)  0.090
H (-0.162, -2.951, 4.494)  0.076
H (-1.686, -2.089, 4.898)  0.065
H (-0.459, -5.221, 6.446)  0.080
H (-1.693, -6.242, 5.693)  0.083
H (-0.401, -5.672, 4.712)  0.068
H (-2.552, -3.901, 7.360)  0.135
H (-3.249, -2.869, 6.237)  0.106
H (-3.705, -5.954, 6.504)  0.115
H (-4.844, -4.805, 7.092)  0.102
H (-5.203, -3.780, 4.994)  0.115
H (-5.592, -5.466, 4.722)  0.118
H (-4.164, -6.953, 2.973)  0.079
H (-3.695, -6.971, 4.696)  0.092
H (-2.573, -6.730, 3.406)  0.018
H (-3.500, -4.565, 1.783)  0.069
H (-4.706, -3.402, 2.438)  0.071
H (-5.200, -5.106, 2.166)  0.088
H (-1.523, -3.730, 2.547)  0.090
C (8.861, 0.501, -0.098)  -0.048
C (7.577, 1.260, -0.418)  -0.497
C (6.368, 0.273, -0.231)  -0.026
C (7.401, 2.414, 0.564)  -0.163
C (6.298, 3.342, 0.186)  -0.212
C (6.533, 3.910, -1.201)  -0.123
C (6.743, 2.774, -2.267)  -0.510
C (5.347, 2.170, -2.574)  -0.015
C (7.313, 3.406, -3.502)  -0.042
N (7.750, 1.815, -1.788)  -0.080
O (7.941, 0.710, -2.658)  -0.036
H (8.712, -0.124, 0.811)  0.090
H (9.127, -0.254, -0.828)  0.071
H (9.767, 1.090, 0.027)  0.083
H (5.318, 0.800, -0.098)  0.082
H (6.165, -0.321, -1.128)  0.074
H (6.543, -0.370, 0.628)  0.073
H (7.372, 2.031, 1.633)  0.143
H (8.309, 3.118, 0.558)  0.145
H (5.313, 2.855, 0.258)  0.096
H (6.308, 4.206, 0.908)  0.114
H (7.276, 4.704, -1.273)  0.114
H (5.619, 4.409, -1.586)  0.118
H (4.662, 2.913, -3.020)  0.083
H (4.993, 1.671, -1.662)  0.050
H (5.575, 1.453, -3.334)  0.067
H (8.142, 4.056, -3.227)  0.084
H (6.674, 4.062, -4.036)  0.074
H (7.729, 2.623, -4.148)  0.086
H (8.813, 0.822, -3.048)  0.105
C (4.205, 7.480, 4.985)  -0.031
C (4.220, 6.261, 4.061)  -0.526
C (4.968, 6.684, 2.789)  -0.038
C (4.773, 5.002, 4.688)  -0.144
C (4.003, 4.510, 5.858)  -0.191
C (2.658, 4.062, 5.339)  -0.119
C (1.930, 5.231, 4.600)  -0.493
C (0.723, 4.759, 3.770)  -0.039
C (1.415, 6.231, 5.692)  -0.030
N (2.826, 5.868, 3.614)  -0.066
O (2.154, 7.048, 3.076)  -0.058
H (3.469, 8.193, 4.582)  0.088
H (3.847, 7.210, 5.984)  0.058
H (5.188, 7.952, 5.024)  0.088
H (4.875, 5.915, 1.986)  0.079
H (4.603, 7.675, 2.450)  0.089
H (6.042, 6.767, 3.058)  0.091
H (4.706, 4.348, 3.869)  0.109
H (5.753, 5.362, 5.008)  0.134
H (4.519, 3.680, 6.330)  0.113
H (3.911, 5.187, 6.698)  0.105
H (1.985, 3.801, 6.175)  0.127
H (2.769, 3.259, 4.615)  0.106
H (0.032, 4.218, 4.404)  0.075
H (0.978, 4.098, 2.916)  0.067
H (0.263, 5.692, 3.336)  0.091
H (0.666, 5.686, 6.275)  0.084
H (1.058, 7.211, 5.292)  0.098
H (2.166, 6.534, 6.403)  0.044
H (2.058, 6.810, 2.147)  0.074
C (-1.858, 0.068, -0.298)  -0.047
C (-1.018, -0.258, 0.894)  -0.445
C (-1.980, -0.075, 2.141)  0.002
C (-0.449, -1.696, 0.745)  -0.112
C (0.678, -1.895, 1.695)  -0.172
C (1.730, -0.829, 1.437)  -0.150
C (1.246, 0.525, 1.682)  -0.564
C (0.819, 0.807, 3.162)  0.004
C (2.358, 1.452, 1.345)  -0.044
N (0.114, 0.701, 0.814)  -0.068
O (-0.450, 1.987, 0.986)  -0.044
H (-2.202, 1.088, -0.304)  0.065
H (-1.209, -0.093, -1.188)  0.087
H (-2.675, -0.647, -0.300)  0.071
H (-1.633, -0.570, 3.076)  0.071
H (-2.145, 0.960, 2.303)  0.039
H (-2.968, -0.482, 1.989)  0.072
H (-1.219, -2.463, 0.884)  0.111
H (-0.154, -1.728, -0.301)  0.101
H (0.459, -1.934, 2.798)  0.099
H (1.190, -2.835, 1.567)  0.109
H (2.070, -0.912, 0.413)  0.119
H (2.572, -0.952, 2.129)  0.137
H (0.120, 1.673, 3.168)  0.085
H (1.606, 1.084, 3.902)  0.090
H (0.424, -0.062, 3.609)  0.036
H (2.200, 2.485, 1.692)  0.069
H (2.542, 1.542, 0.273)  0.076
H (3.351, 1.068, 1.739)  0.108
H (-0.108, 2.381, 0.167)  0.079
C (-4.389, -3.068, -0.677)  -0.022
C (-4.720, -2.526, -2.129)  -0.514
C (-4.767, -3.753, -2.985)  -0.036
C (-6.070, -1.698, -2.047)  -0.120
C (-6.339, -0.905, -3.279)  -0.199
C (-5.202, 0.030, -3.540)  -0.138
C (-3.867, -0.716, -3.639)  -0.500
C (-3.762, -1.433, -4.997)  -0.014
C (-2.739, 0.323, -3.565)  -0.029
N (-3.722, -1.529, -2.424)  -0.066
O (-2.484, -2.234, -2.631)  -0.075
H (-5.173, -3.664, -0.350)  0.050
H (-3.498, -3.733, -0.782)  0.069
H (-4.215, -2.150, -0.066)  0.086
H (-5.434, -3.678, -3.868)  0.088
H (-3.699, -3.912, -3.200)  0.081
H (-5.217, -4.631, -2.518)  0.089
H (-6.807, -2.487, -1.782)  0.133
H (-5.900, -1.055, -1.163)  0.115
H (-6.417, -1.658, -4.059)  0.100
H (-7.301, -0.425, -3.243)  0.111
H (-5.101, 0.715, -2.650)  0.112
H (-5.344, 0.789, -4.345)  0.140
H (-3.261, -0.771, -5.745)  0.093
H (-4.669, -1.755, -5.438)  0.055
H (-3.122, -2.345, -4.846)  0.091
H (-2.892, 0.939, -2.683)  0.067
H (-2.648, 0.841, -4.496)  0.079
H (-1.778, -0.155, -3.510)  0.058
H (-1.839, -1.761, -2.079)  0.057
C (1.934, 4.004, -4.075)  -0.031
C (0.831, 5.060, -3.851)  -0.518
C (1.024, 6.002, -5.059)  -0.039
C (-0.494, 4.452, -3.769)  -0.158
C (-0.882, 3.740, -2.497)  -0.174
C (-0.776, 4.723, -1.359)  -0.165
C (0.547, 5.387, -1.287)  -0.505
C (0.469, 6.534, -0.280)  -0.026
C (1.668, 4.405, -0.815)  -0.011
N (0.895, 5.992, -2.642)  -0.042
O (2.238, 6.479, -2.560)  -0.052
H (1.922, 3.600, -5.071)  0.083
H (2.870, 4.547, -3.905)  0.078
H (1.892, 3.170, -3.398)  0.059
H (2.014, 6.415, -5.123)  0.073
H (0.761, 5.549, -6.016)  0.087
H (0.328, 6.830, -4.916)  0.085
H (-1.256, 5.230, -3.906)  0.131
H (-0.524, 3.757, -4.672)  0.151
H (-1.912, 3.384, -2.535)  0.112
H (-0.314, 2.883, -2.273)  0.085
H (-1.011, 4.245, -0.413)  0.108
H (-1.526, 5.577, -1.475)  0.147
H (0.473, 6.040, 0.707)  0.077
H (-0.378, 7.247, -0.494)  0.108
H (1.316, 7.178, -0.458)  0.069
H (1.648, 4.407, 0.260)  0.049
H (2.689, 4.864, -0.968)  0.104
H (1.502, 3.383, -1.204)  0.073
H (2.144, 7.418, -2.630)  0.092

Atoms 1-3, force components in eV/Å:
0.45 2.22 0.07
-0.05 -1.10 -0.27
-0.84 1.08 0.37

Values from the calculation:
- HOMO level (eV) = -8.41
- strongest force on any atom (eV/Å) = 3.33
- HOMO-LUMO gap (Ha) = 0.32916
- energy above the lowest of the compared OMol25 structures with the same formula, charge and spin (kJ/mol) = 357.0